Entry 1:
# C34H54BrCdF4N11Si

A molecular structure, C34H54BrCdF4N11Si at a distorted geometry (wB97M-V/def2-TZVPD, the Open Molecules 2025 dataset).

Element x y z (Å)
Cd: -1.707 -16.336 -6.973
Br: -0.622 -16.474 -15.181
Si: -4.466 -17.831 -5.851
F: -0.624 -19.320 -9.333
F: -1.070 -21.950 -9.182
F: -0.242 -21.700 -4.556
F: -0.096 -19.079 -4.696
N: 1.777 -14.598 -8.756
N: -0.042 -14.055 -5.093
N: -0.874 -12.126 -6.027
N: -0.005 -17.771 -7.281
N: 2.783 -15.282 -9.306
N: -1.048 -15.471 -10.660
N: 3.257 -17.928 -7.229
N: -4.620 -16.710 -10.424
N: -3.782 -15.458 -8.627
N: -1.288 -14.194 -7.147
N: -5.610 -14.692 -10.066
C: -0.692 -11.179 -7.089
C: -0.247 -16.449 -11.098
C: -0.586 -21.938 -6.844
C: -1.734 -14.791 -11.584
C: -2.212 -13.583 -8.156
C: 3.174 -14.766 -10.484
C: -5.936 -16.964 -6.657
C: -0.245 -19.096 -7.078
C: -3.650 -14.113 -8.078
C: -0.492 -19.945 -8.153
C: -3.445 -17.569 -10.616
C: 2.351 -13.757 -10.789
C: -5.277 -18.796 -4.406
C: 1.418 -13.956 -5.336
C: -3.156 -16.654 -5.352
C: -0.742 -13.520 -6.212
C: -5.402 -16.361 -11.631
C: 4.676 -17.803 -6.793
C: -0.450 -13.142 -4.007
C: 0.974 -17.138 -6.394
C: -0.496 -11.761 -4.663
C: -0.739 -21.293 -8.054
C: -6.372 -15.409 -11.095
C: 1.469 -13.674 -9.676
C: -4.581 -15.608 -9.624
C: 2.346 -17.761 -6.094
C: -0.290 -21.152 -5.772
C: -0.234 -19.777 -5.855
C: -0.886 -16.095 -13.356
C: -6.431 -13.974 -9.082
C: -3.892 -19.254 -6.945
C: 3.020 -19.305 -7.744
C: -1.734 -15.075 -12.942
C: -0.158 -16.807 -12.458
H: -5.857 -17.270 -12.004
H: -4.764 -15.928 -12.381
H: -1.668 -10.720 -7.405
H: -4.765 -19.911 -7.084
H: -2.457 -17.029 -4.635
H: 0.479 -11.183 -4.690
H: -0.094 -11.557 -7.893
H: 0.663 -12.970 -9.485
H: -4.258 -13.336 -8.566
H: -6.708 -14.690 -11.830
H: -4.673 -19.489 -3.827
H: -5.747 -16.789 -7.701
H: 4.879 -16.768 -6.566
H: -6.834 -17.577 -6.531
H: -6.011 -19.400 -4.962
H: -2.285 -12.483 -8.096
H: 4.851 -18.397 -5.903
H: 2.216 -18.671 -5.543
H: -3.933 -14.049 -7.010
H: -7.228 -15.931 -10.674
H: 3.683 -19.536 -8.608
H: 3.977 -15.264 -11.036
H: -2.693 -17.439 -9.835
H: 1.155 -16.174 -6.869
H: 3.228 -20.013 -6.906
H: -2.920 -17.263 -11.513
H: -3.109 -19.833 -6.442
H: -0.017 -10.329 -6.759
H: 1.861 -12.952 -5.480
H: 1.876 -14.458 -4.466
H: -3.777 -18.604 -10.754
H: -1.478 -13.430 -3.694
H: -6.315 -12.919 -9.134
H: -6.216 -14.313 -8.069
H: -6.143 -16.017 -6.147
H: 0.233 -16.998 -10.287
H: -3.453 -15.681 -5.013
H: 0.575 -16.910 -5.369
H: 3.142 -16.123 -8.841
H: -1.305 -11.129 -4.254
H: -5.822 -18.194 -3.689
H: 0.239 -13.248 -3.137
H: -3.371 -19.005 -7.879
H: -7.467 -14.190 -9.247
H: 5.328 -18.173 -7.594
H: -2.375 -14.003 -11.218
H: 2.814 -17.034 -5.425
H: 1.983 -19.359 -8.124
H: -1.832 -13.880 -9.139
H: -2.308 -14.587 -13.697
H: 1.677 -14.536 -6.230
H: -0.813 -22.974 -6.760
H: 0.427 -17.678 -12.756
H: 2.325 -13.187 -11.704

Atom charges from the Löwdin analysis, given in e for atoms 1 to 5: 1.366, 0.766, 0.361, 0.066, 0.083


Entry 2:
# C34H54MoNO3

A molecular structure, C34H54MoNO3 at a distorted geometry (wB97M-V/def2-TZVPD, the Open Molecules 2025 dataset).

Multiplicity = 3
Total charge = +1

Element x y z (Å)
Mo: -0.503 -2.143 0.535
O: 1.460 -2.045 0.440
O: -2.218 -1.132 0.575
O: 0.176 -3.642 1.993
N: -0.018 -0.162 -0.065
C: -1.719 -5.518 -1.348
C: 3.217 2.592 -3.370
C: -3.144 2.366 0.674
C: -2.055 -4.142 -0.766
C: -4.908 -1.010 1.259
C: -3.220 -3.525 -1.549
C: -0.735 4.875 1.564
C: 1.086 -4.743 1.718
C: 4.004 0.300 -0.721
C: 5.908 -1.650 0.152
C: 3.512 -0.862 -0.126
C: 1.304 0.110 -0.388
C: 4.134 -3.269 -0.453
C: -1.719 4.501 0.446
C: 3.332 3.826 -1.193
C: -5.769 1.005 0.106
C: -3.355 0.996 0.756
C: -0.977 0.778 0.180
C: 4.202 -2.229 1.847
C: -2.237 0.193 0.516
C: 3.763 2.553 -1.936
C: -0.846 -3.243 -0.897
C: -1.151 4.956 -0.906
C: -4.760 0.510 1.154
C: -1.897 2.983 0.428
C: 4.430 -1.991 0.347
C: 3.196 1.330 -1.215
C: -2.409 -4.324 0.735
C: 1.825 1.220 -1.042
C: -5.112 1.104 2.526
C: 2.130 -0.951 -0.001
C: -0.813 2.173 0.196
C: 5.290 2.529 -2.000
C: -3.035 5.239 0.690
H: -2.221 -3.444 1.392
H: -0.247 -3.293 -1.808
H: 5.643 3.424 -2.513
H: 3.504 1.692 -3.919
H: 3.693 3.816 -0.162
H: -2.850 6.314 0.681
H: 0.282 -3.357 2.907
H: 1.164 1.966 -1.462
H: -3.993 3.009 0.852
H: -1.113 4.561 2.539
H: 6.516 -2.475 0.526
H: -4.087 -4.187 -1.508
H: -0.592 5.956 1.585
H: 5.073 0.393 -0.835
H: 3.090 -3.565 -0.367
H: 0.720 -5.628 2.233
H: -0.857 -5.969 -0.852
H: -1.502 -5.443 -2.415
H: 0.169 2.600 0.069
H: -4.407 0.766 3.288
H: 3.158 -2.461 2.060
H: -4.236 -1.439 2.001
H: -1.816 4.678 -1.726
H: 6.194 -0.751 0.702
H: 5.738 2.520 -1.004
H: 4.824 -3.056 2.195
H: -5.933 -1.231 1.562
H: -1.033 6.041 -0.914
H: -0.171 4.516 -1.100
H: -5.105 2.195 2.519
H: -5.792 2.093 0.038
H: 4.470 -1.339 2.419
H: -1.853 -5.153 1.169
H: 1.077 -4.884 0.642
H: -3.772 5.027 -0.088
H: -3.495 -2.555 -1.138
H: 2.088 -4.479 2.043
H: 3.617 3.458 -3.900
H: 0.242 4.412 1.414
H: -5.528 0.608 -0.882
H: -3.475 -4.517 0.860
H: -4.731 -1.499 0.303
H: -3.468 4.990 1.661
H: -2.944 -3.388 -2.595
H: -6.772 0.669 0.373
H: 2.128 2.665 -3.388
H: -2.572 -6.189 -1.221
H: 3.739 4.708 -1.690
H: 6.158 -1.508 -0.901
H: 5.658 1.664 -2.555
H: 4.358 -3.114 -1.510
H: 2.246 3.932 -1.171
H: 4.761 -4.088 -0.094
H: -6.112 0.782 2.822

Atom charges from the Löwdin analysis, given in e for atoms 1 to 5: 1.715, -0.263, -0.233, -0.255, 0.024


| no. | calculated total energy (a.u.) |
| --- | --- |
| 1 | -5360.87713 |
| 2 | -1676.39831 |